3 unconnected molecules or ions with the total composition C5H10O3. Source: the Open Molecules 2025 dataset; level of theory: wB97M-V/def2-TZVPD.

Geometry as XYZ:
```
18
Properties=species:S:1:pos:R:3:forces:R:3
O 2.9783 0.3860 -0.4531 -0.892 -0.118 -0.041
O -2.8309 -0.7596 0.0005 0.503 -0.451 0.065
O 0.2921 1.2517 -1.3568 0.306 0.117 0.293
C 0.1354 0.0001 -0.7890 -5.846 -0.792 -2.057
C -0.3767 -0.3880 1.7459 -0.492 0.498 -0.456
C 2.2003 0.2790 0.7026 -2.009 -0.255 0.914
C -1.9236 -0.3946 -1.0119 1.654 0.376 -1.171
C 0.1767 -0.1319 0.5811 5.918 0.604 2.536
H 2.5716 -0.5455 1.3070 0.010 0.058 -0.066
H 2.6109 1.1048 -0.9892 0.095 -0.157 0.083
H 0.2070 -0.3759 2.6605 0.126 -0.023 -0.122
H 0.6154 -0.7680 -1.3879 0.034 0.159 0.096
H -1.8732 -1.1414 -1.8075 -0.153 0.050 0.022
H 2.1604 1.2133 1.2685 0.046 -0.087 0.022
H -2.2789 0.5529 -1.4176 0.349 0.150 -0.058
H -0.1451 1.8945 -0.7772 0.123 -0.153 -0.165
H -1.4517 -0.4892 1.8535 0.066 -0.255 -0.098
H -3.0679 -1.6880 -0.1295 0.161 0.279 0.202
```
Positions in Å, forces in eV/Å.

Summary:
Relative energy (zero: lowest compared OMol25 entry of this formula, charge and spin) in kcal/mol: 143.41
Molar mass in g mol⁻¹: 118.1
Total energy in eV: -11483.9678
Highest occupied orbital energy in eV: -7.17
Total charge: 0